Record 1
{
  "formula": "C33H80N8O5",
  "method": "wB97M-V/def2-TZVPD",
  "relative_energy_kj_mol": 449.61,
  "smiles": "CCN(CC)CC.CCN(CC)CC.CCN(CC)CC.CN(C)C=O.CN(C)C=O.CN(C)C=O.CN(C)C=O.CN(C)C=O",
  "charge": 0,
  "lumo_ev": 0.66,
  "energy_ha": -2119.468365,
  "orbital_gap_ev": 8.3,
  "elements": ["C", "C", "N", "C", "C", "C", "C", "H", "H", "H", "H", "H", "H", "H", "H", "H", "H", "H", "H", "H", "H", "H", "C", "C", "N", "C", "C", "C", "C", "H", "H", "H", "H", "H", "H", "H", "H", "H", "H", "H", "H", "H", "H", "H", "C", "C", "N", "C", "C", "C", "C", "H", "H", "H", "H", "H", "H", "H", "H", "H", "H", "H", "H", "H", "H", "H", "C", "O", "N", "C", "C", "H", "H", "H", "H", "H", "H", "H", "C", "O", "N", "C", "C", "H", "H", "H", "H", "H", "H", "H", "C", "O", "N", "C", "C", "H", "H", "H", "H", "H", "H", "H", "C", "O", "N", "C", "C", "H", "H", "H", "H", "H", "H", "H", "C", "O", "N", "C", "C", "H", "H", "H", "H", "H", "H", "H"],
  "positions_angstrom": [[7.4362, 13.2318, 17.9140], [8.6055, 14.0030, 18.3677], [9.8274, 13.8861, 17.7308], [10.3722, 12.5430, 17.6789], [11.8624, 12.4560, 17.9824], [9.8871, 14.4923, 16.4079], [9.5931, 15.9613, 16.2895], [7.5460, 12.1586, 18.0988], [7.2463, 13.3746, 16.8785], [6.5959, 13.6267, 18.5209], [8.3899, 15.0118, 18.4104], [8.7387, 13.7583, 19.4256], [9.9172, 12.0214, 18.5521], [10.0467, 12.0063, 16.7490], [12.0581, 12.8963, 18.9560], [12.1427, 11.4184, 17.9517], [12.5192, 12.9634, 17.2548], [9.1472, 13.9526, 15.7416], [10.8625, 14.2437, 16.0011], [8.6318, 16.2549, 16.5604], [9.8916, 16.3519, 15.3255], [10.2661, 16.3856, 17.0347], [9.3103, 6.6251, 12.5192], [9.9252, 7.8203, 13.2655], [10.0972, 9.0526, 12.5128], [8.8842, 9.8524, 12.4185], [9.1434, 11.0373, 13.3694], [10.9227, 9.0098, 11.2832], [12.2433, 8.2692, 11.4882], [9.8060, 6.2659, 11.6191], [8.3105, 6.8446, 12.1145], [9.0781, 5.8324, 13.1992], [9.3146, 8.0979, 14.1640], [10.8559, 7.5888, 13.6817], [8.6566, 10.2100, 11.4223], [7.9982, 9.2847, 12.7235], [10.0800, 11.5846, 13.2279], [8.3237, 11.7203, 13.4034], [9.1764, 10.6576, 14.4108], [11.2652, 10.0660, 11.0960], [10.2500, 8.7540, 10.3988], [12.1703, 7.1117, 11.4599], [12.6198, 8.3596, 12.4892], [13.0157, 8.5851, 10.8213], [14.0889, 6.2870, 14.4842], [15.5052, 6.7507, 14.2693], [16.0764, 6.0040, 13.1999], [15.6300, 6.2324, 11.7986], [15.5152, 4.8752, 11.0869], [17.4959, 5.7567, 13.4063], [18.4531, 6.9531, 13.5955], [14.0483, 5.2650, 14.9292], [13.4267, 6.2350, 13.6153], [13.5549, 6.9719, 15.1934], [15.6308, 7.8134, 14.1313], [16.0875, 6.5321, 15.1315], [14.6098, 6.6902, 11.8898], [16.3525, 6.8645, 11.3163], [15.1872, 4.9516, 10.0214], [16.5456, 4.4694, 10.9173], [14.9840, 4.1939, 11.7107], [17.7943, 5.2141, 12.5090], [17.6400, 5.0970, 14.2710], [19.4412, 6.4873, 13.9216], [18.1028, 7.5454, 14.4229], [18.6312, 7.5073, 12.7228], [16.2720, 10.8196, 10.9820], [15.4549, 9.8974, 10.8931], [16.0684, 12.1188, 10.6025], [14.8004, 12.5571, 10.0065], [16.7600, 13.1973, 11.2393], [17.2080, 10.7124, 11.3952], [14.9457, 13.6398, 9.8221], [13.9823, 12.4815, 10.7363], [14.7119, 12.0820, 9.0082], [16.9171, 13.9943, 10.5716], [16.1990, 13.5623, 12.1404], [17.7493, 12.9097, 11.6549], [15.3250, 10.6583, 18.6192], [16.1146, 11.3063, 17.9282], [15.4449, 9.3180, 18.7557], [14.5142, 8.5503, 19.4841], [16.5586, 8.7105, 18.0540], [14.4279, 11.0531, 19.2046], [14.9766, 7.7388, 20.0174], [13.8493, 7.9859, 18.8435], [14.0126, 9.1580, 20.1893], [17.4519, 8.7356, 18.5743], [16.2745, 7.6488, 17.9558], [16.7015, 9.1407, 16.9865], [15.5813, 14.2768, 15.3981], [15.3847, 14.2695, 14.1654], [14.8517, 14.9573, 16.3556], [15.0956, 14.9997, 17.8375], [13.7098, 15.7654, 15.9090], [16.4061, 13.6875, 15.7839], [14.8464, 16.0581, 18.0279], [16.1378, 14.7506, 18.0390], [14.4657, 14.3126, 18.4077], [13.5166, 15.4401, 14.8358], [12.8633, 15.5783, 16.4853], [13.9025, 16.8330, 15.9576], [9.4212, 8.6258, 16.8206], [8.3452, 9.2161, 16.9739], [9.5518, 7.3117, 17.0429], [10.8404, 6.6166, 16.9200], [8.3665, 6.5181, 17.3827], [10.3871, 9.0251, 16.5613], [10.8114, 5.7134, 16.2846], [11.2422, 6.3310, 17.9353], [11.5869, 7.3504, 16.5841], [8.5375, 5.4763, 17.1260], [8.1766, 6.4772, 18.4746], [7.5317, 7.0723, 17.0002], [12.5928, 9.7358, 15.1781], [12.8796, 8.9665, 16.0739], [13.4558, 10.4913, 14.4519], [12.9565, 11.4793, 13.5163], [14.8682, 10.5568, 14.7576], [11.5389, 9.7876, 14.8714], [12.0473, 11.0675, 13.2086], [13.5993, 11.3950, 12.6260], [13.1007, 12.4953, 13.8555], [15.1571, 9.7861, 15.4973], [15.4998, 10.4105, 13.9170], [15.1439, 11.5824, 15.1003]],
  "forces_ev_per_angstrom": [[-1.24, -0.64, 0.63], [-0.25, -0.79, 2.26], [2.66, 0.23, -1.58], [-0.61, -0.60, 1.04], [0.13, 0.61, -1.00], [-1.47, -1.54, -1.22], [2.56, -0.24, 0.87], [-0.08, 0.11, -0.05], [-0.45, 0.12, -0.99], [0.09, -0.50, -0.54], [-0.76, 2.34, -0.08], [0.22, -0.12, 0.21], [-0.01, -0.02, -0.76], [0.40, 0.19, 0.57], [0.03, -0.08, 0.16], [0.30, -0.58, 0.22], [-0.32, -0.01, 0.07], [0.59, 0.18, 0.23], [0.23, 0.20, -0.12], [-1.79, 0.32, 0.17], [-0.18, 0.00, -0.28], [0.05, 0.66, 0.05], [-1.19, 0.71, -0.44], [-1.52, 0.60, -0.41], [0.38, -0.53, -0.74], [0.84, 0.82, 0.90], [-0.52, -0.61, 1.02], [-0.51, 1.15, 0.20], [-0.97, -2.91, 0.01], [0.72, -0.03, 0.34], [0.06, 0.53, 0.21], [0.38, -0.79, 0.45], [0.16, -0.38, -0.78], [1.65, -0.81, 0.54], [0.27, 0.01, -0.50], [0.12, 0.06, 0.15], [-0.26, -0.22, -0.48], [-0.65, 0.80, -0.24], [0.13, -0.05, -0.41], [-0.63, -0.64, 0.04], [1.20, -0.25, 0.68], [-0.16, 1.67, -0.51], [0.13, 0.82, 0.66], [0.40, 0.18, -0.55], [-1.62, 0.22, 1.69], [-0.86, -0.33, -1.01], [1.04, -0.75, -0.47], [-0.85, -0.72, 1.65], [1.91, 0.75, -1.46], [-0.02, -0.02, -1.04], [0.78, -2.27, 1.48], [0.29, 0.64, -0.29], [0.45, 0.18, -0.29], [0.46, -0.58, -0.44], [-0.44, 0.84, -0.14], [0.41, -0.31, 1.02], [1.09, -0.04, -0.43], [-0.03, 0.70, -0.60], [-0.48, 0.04, 0.98], [-0.64, 0.11, 0.52], [-0.66, -0.57, 0.09], [0.41, -0.25, 0.16], [-0.20, -0.03, -0.11], [-1.04, 0.74, -0.41], [-0.02, 0.61, 0.21], [0.04, 0.96, -1.15], [-3.41, 0.44, -0.97], [0.89, 1.07, -0.23], [-0.71, -0.77, -0.28], [0.96, 0.52, -0.34], [0.75, -0.42, 2.67], [2.53, -0.57, 1.15], [-0.26, -0.55, -0.03], [-0.09, -0.43, -0.65], [-0.67, -0.02, 0.89], [0.19, 1.02, -0.92], [0.28, -0.11, -0.81], [-0.48, -0.18, -0.46], [0.11, -0.02, -0.19], [-1.11, 0.10, 0.90], [1.16, 1.65, -0.71], [-0.06, -1.56, -0.26], [-2.18, -1.03, -2.80], [0.96, 0.00, -0.73], [0.74, -0.09, 0.63], [-0.71, 0.34, -0.44], [-0.81, 0.57, 0.59], [1.86, 0.43, 1.13], [0.29, 0.27, -0.21], [-0.30, -0.58, 1.96], [-0.77, 0.50, -0.53], [-0.20, 0.32, 2.01], [-0.01, -0.50, -0.59], [0.14, 0.38, -1.79], [1.40, -0.83, -2.48], [0.25, -0.11, 0.59], [0.41, -0.57, 0.75], [-0.07, 0.23, 0.06], [-0.16, 0.14, -0.27], [0.11, 0.70, 1.32], [-1.49, -0.55, 1.12], [0.30, 0.17, -0.11], [-1.57, -0.38, 0.83], [1.28, 0.02, -0.46], [0.18, -1.79, 0.02], [0.54, 0.56, 1.20], [0.84, 0.50, 1.40], [0.41, 0.96, -0.34], [-0.18, 0.56, 0.15], [-0.65, -0.06, -0.79], [-0.27, -0.38, -0.35], [-0.37, 0.10, -0.71], [0.37, 0.27, -0.24], [-0.64, -0.42, -0.66], [0.15, 0.31, -0.71], [0.64, -0.20, 0.74], [0.01, -0.16, 0.76], [2.43, -1.07, -0.64], [0.23, 0.46, 1.55], [0.02, 0.52, -0.44], [-1.98, 0.44, -0.40], [-0.07, 0.04, 0.07], [-0.73, 0.33, 0.35], [-0.42, 0.64, -0.20], [0.18, -0.40, -1.28], [-0.33, -0.74, 0.22]]
}

Record 2
{
  "formula": "C7H7ClN2",
  "method": "wB97M-V/def2-TZVPD",
  "relative_energy_kj_mol": 277.97,
  "charge": 0,
  "lumo_ev": -0.33,
  "energy_ha": -840.554106,
  "orbital_gap_ev": 8.9,
  "elements": ["C", "C", "C", "C", "C", "C", "C", "N", "N", "Cl", "H", "H", "H", "H", "H", "H", "H"],
  "positions_angstrom": [[-0.0371, 1.8925, 0.9278], [-0.4600, -0.7637, -1.9267], [-1.2042, -1.1114, -0.8617], [0.6052, 0.2024, -1.8411], [-1.2898, -0.2965, 0.3393], [0.4650, 0.6320, 0.4708], [1.3499, -0.0783, 1.4812], [-0.4739, 2.8892, 1.2815], [1.0826, 0.7032, -0.7749], [0.5672, -0.1920, 3.0738], [-0.4865, -1.3549, -2.8299], [-1.7741, -2.0348, -0.8743], [1.1921, 0.3892, -2.7336], [-1.9367, 0.5670, 0.2432], [-1.4460, -0.8283, 1.2685], [2.2828, 0.4744, 1.6124], [1.5636, -1.0900, 1.1438]],
  "forces_ev_per_angstrom": [[0.10, 0.31, -0.03], [-0.68, -0.55, 0.37], [0.03, -0.11, -0.58], [0.35, 0.26, 0.27], [2.90, 1.47, 0.47], [-3.19, -2.41, 0.15], [0.15, 0.09, 0.10], [-0.20, 0.48, 0.18], [0.88, 0.66, -0.53], [0.05, -0.03, 0.05], [-0.02, -0.10, -0.05], [-0.07, -0.01, -0.18], [0.01, -0.03, -0.15], [-0.11, 0.01, 0.01], [-0.11, -0.02, 0.06], [-0.09, -0.09, -0.07], [0.00, 0.07, -0.06]]
}